Entry 1:
Formula: C2HF2N3
Source: the Open Molecules 2025 dataset
Level of theory: ωB97M-V/def2-TZVPD

XYZ file:
```
8
Properties=species:S:1:pos:R:3:nbo_charge:R:1
F -1.122 0.475 -2.968 -0.271
F 0.684 2.302 2.300 -0.187
N 2.011 1.500 0.645 0.183
N 2.815 1.456 -0.142 0.000
N 1.289 1.300 1.572 0.005
C -0.622 -0.261 -1.969 0.411
C -0.023 -1.004 -1.230 -0.390
H 0.345 -1.762 -0.582 0.249
```

Charge = 0
HOMO = -0.3829 hartree
Lowest unoccupied orbital energy = -0.53 eV
Total energy = -11987.5109 eV
Relative energy (zero: lowest compared OMol25 entry of this formula, charge and spin) = 5.133 eV

***

Entry 2:
Formula: C2HF2NS
Source: the Open Molecules 2025 dataset
Level of theory: ωB97M-V/def2-TZVPD

XYZ file:
```
7
Properties=species:S:1:pos:R:3:nbo_charge:R:1
S -0.448 0.613 1.539 0.164
F 0.257 -1.862 0.101 -0.567
F 1.751 0.381 0.433 -0.251
N -0.434 0.527 -2.211 -0.143
C -0.040 0.289 -1.153 0.139
C 0.479 0.168 0.123 0.470
H -1.565 -0.115 1.168 0.187
```

Charge = 0
HOMO (alpha / beta) = -0.4108 / -0.4108 hartree
Lowest unoccupied orbital energy (alpha / beta) = -2.04 / -2.04 eV
Total energy = -19846.9865 eV
Relative energy (zero: lowest compared OMol25 entry of this formula, charge and spin) = 2.139 eV

***

Entry 3:
Formula: C2HF3NOS
Source: the Open Molecules 2025 dataset
Level of theory: ωB97M-V/def2-TZVPD

XYZ file:
```
9
Properties=species:S:1:pos:R:3:nbo_charge:R:1
S -1.248 -1.244 -1.683 -0.401
F 1.791 -1.059 1.300 -0.349
F 0.478 0.553 1.854 -0.343
F -0.233 -1.474 1.889 -0.342
O -0.299 2.618 -1.468 -0.650
N -0.633 0.293 -1.697 -0.668
C -0.580 1.464 -1.559 0.748
C 0.532 -0.612 1.209 0.826
H 0.193 -0.539 0.155 0.179
```

Charge = -1
HOMO = -0.1164 hartree
Lowest unoccupied orbital energy = 3.88 eV
Total energy = -24617.0685 eV
Relative energy (zero: lowest compared OMol25 entry of this formula, charge and spin) = 0.968 eV

***

Entry 4:
Formula: C2HF3O2
Source: the Open Molecules 2025 dataset
Level of theory: ωB97M-V/def2-TZVPD

XYZ file:
```
8
Properties=species:S:1:pos:R:3:nbo_charge:R:1
F -0.834 0.017 1.609 -0.381
F 0.187 1.967 0.159 -0.224
F 1.519 0.615 -0.869 -0.248
O -0.992 -0.255 -0.726 -0.693
O 0.395 -1.620 0.506 -0.660
C 0.696 0.798 0.121 0.920
C -0.183 -0.558 0.472 0.793
H -0.789 -0.965 -1.271 0.493
```

Charge = 0
HOMO = -0.3995 hartree
Lowest unoccupied orbital energy = -2.05 eV
Total energy = -14334.3848 eV
Relative energy (zero: lowest compared OMol25 entry of this formula, charge and spin) = 3.919 eV

***

Entry 5:
Formula: C2HF4NO2
Source: the Open Molecules 2025 dataset
Level of theory: ωB97M-V/def2-TZVPD

XYZ file:
```
10
Properties=species:S:1:pos:R:3:nbo_charge:R:1
F -2.517 0.079 -0.809 -0.325
F -0.109 -1.745 0.042 -0.346
F -0.697 -0.536 1.758 -0.281
F -1.446 1.552 0.371 -0.299
O 2.302 0.734 -0.849 -0.282
O 2.774 -0.778 0.715 -0.252
N 2.161 -0.082 -0.007 0.520
C -0.498 -0.455 0.486 0.646
C -1.304 0.513 -0.388 0.465
H -0.667 0.719 -1.320 0.156
```

Charge = 0
HOMO (alpha / beta) = -0.3494 / -0.3712 hartree
Lowest unoccupied orbital energy (alpha / beta) = -1.19 / -0.35 eV
Total energy = -18539.1874 eV
Relative energy (zero: lowest compared OMol25 entry of this formula, charge and spin) = 2.766 eV

***

Entry 6:
Formula: C2HF5P
Source: the Open Molecules 2025 dataset
Level of theory: ωB97M-V/def2-TZVPD

XYZ file:
```
9
Properties=species:S:1:pos:R:3:nbo_charge:R:1
P -2.947 0.222 0.082 1.826
F -3.659 -0.893 -0.729 -0.537
F 1.704 2.379 -0.116 -0.190
F -3.970 0.421 1.206 -0.531
F -3.513 1.384 -0.778 -0.550
F -0.383 2.679 0.126 -0.194
C 0.317 0.557 -0.098 0.185
C 0.564 1.837 -0.001 0.706
H -0.225 -0.348 -0.387 0.286
```

Charge = +1
HOMO (alpha / beta) = -0.6048 / -0.6050 hartree
Lowest unoccupied orbital energy (alpha / beta) = -9.62 / -9.61 eV
Total energy = -24955.8162 eV
Relative energy (zero: lowest compared OMol25 entry of this formula, charge and spin) = 4.136 eV

***

Entry 7:
Formula: C2HFHoO2
Source: the Open Molecules 2025 dataset
Level of theory: ωB97M-V/def2-TZVPD

XYZ file:
```
7
Properties=species:S:1:pos:R:3:mulliken_spin:R:1
Ho -1.522 0.429 -1.178 4.054
F -0.689 -0.933 0.519 -0.013
O -0.036 1.475 0.006 0.361
O 2.771 -0.618 0.816 0.210
C 1.630 -0.774 0.977 0.228
C 0.388 -0.138 1.153 0.164
H 0.064 0.146 2.157 -0.005
```

Charge = +2
HOMO (alpha / beta) = -0.6533 / -0.7234 hartree
Spin multiplicity = 6
Lowest unoccupied orbital energy (alpha / beta) = -11.49 / -11.31 eV
Total energy = -34676.5186 eV
Relative energy (zero: lowest compared OMol25 entry of this formula, charge and spin) = 0.138 eV
Expectation value of S² = 8.776

***

Entry 8:
Formula: C2HFIO2
Source: the Open Molecules 2025 dataset
Level of theory: ωB97M-V/def2-TZVPD

XYZ file:
```
7
Properties=species:S:1:pos:R:3:nbo_charge:R:1
I 2.558 -0.122 -0.173 -0.110
F 0.324 0.050 1.700 -0.394
O -1.249 -2.146 -0.082 -0.714
O 0.907 -2.826 -0.063 -0.695
C -0.052 -2.121 0.007 0.862
C 0.456 -0.291 0.376 -0.088
H -0.079 0.465 -0.206 0.140
```

Charge = -1
HOMO = -0.1476 hartree
Lowest unoccupied orbital energy = 3.14 eV
Total energy = -17004.3798 eV
Relative energy (zero: lowest compared OMol25 entry of this formula, charge and spin) = 0.071 eV

***

Entry 9:
Formula: C2HFN2O2
Source: the Open Molecules 2025 dataset
Level of theory: ωB97M-V/def2-TZVPD

XYZ file:
```
8
Properties=species:S:1:pos:R:3:nbo_charge:R:1
F -0.728 -0.072 0.360 -0.312
O 0.271 -2.385 1.198 -0.521
O -1.578 -1.729 2.353 -0.508
N 1.288 1.795 -1.864 -0.376
N 0.486 1.198 -1.105 -0.108
C -0.648 -2.004 1.763 1.025
C -0.382 0.385 -0.854 0.448
H 1.290 2.812 -1.851 0.351
```

Charge = 0
HOMO = -0.3568 hartree
Lowest unoccupied orbital energy = -0.97 eV
Total energy = -11879.2747 eV
Relative energy (zero: lowest compared OMol25 entry of this formula, charge and spin) = 3.364 eV

***

Entry 10:
Formula: C2HFNO2
Source: the Open Molecules 2025 dataset
Level of theory: ωB97M-V/def2-TZVPD

XYZ file:
```
7
Properties=species:S:1:pos:R:3:nbo_charge:R:1
F 2.883 0.010 -0.086 -0.320
O -2.431 -0.625 0.549 -0.653
O -1.048 0.082 -1.123 -0.528
N 1.954 -0.913 0.268 -0.147
C -0.059 0.303 0.005 -0.211
C -1.434 -0.196 0.052 0.722
H 0.134 1.340 0.335 0.137
```

Charge = -1
HOMO (alpha / beta) = -0.1041 / -0.1039 hartree
Lowest unoccupied orbital energy (alpha / beta) = 4.32 / 4.32 eV
Total energy = -10386.3979 eV
Relative energy (zero: lowest compared OMol25 entry of this formula, charge and spin) = 5.811 eV

***

Entry 11:
Formula: C2HFO2
Source: the Open Molecules 2025 dataset
Level of theory: ωB97M-V/def2-TZVPD

XYZ file:
```
6
Properties=species:S:1:pos:R:3:nbo_charge:R:1
F -0.188 -1.564 -0.508 -0.309
O 0.481 0.099 1.025 -0.451
O 1.553 1.451 -0.590 -0.470
C -0.305 -0.294 -0.145 0.470
C 0.784 0.701 -0.143 0.717
H -2.326 -0.393 0.361 0.044
```

Charge = 0
HOMO (alpha / beta) = -0.4008 / -0.3836 hartree
Lowest unoccupied orbital energy (alpha / beta) = -1.53 / -1.21 eV
Total energy = -8896.7990 eV
Relative energy (zero: lowest compared OMol25 entry of this formula, charge and spin) = 5.264 eV

***

Entry 12:
Formula: C2HFO2Pt
Source: the Open Molecules 2025 dataset
Level of theory: ωB97M-V/def2-TZVPD

XYZ file:
```
7
Properties=species:S:1:pos:R:3:mulliken_spin:R:1
Pt -0.254 2.212 0.420 0.517
F 1.239 -1.449 1.155 0.000
O 0.493 0.703 0.684 0.267
O -1.293 -1.249 -1.798 0.429
C -0.386 0.612 -0.429 0.536
C -0.773 -0.437 -1.087 0.261
H 0.974 -0.392 1.055 -0.011
```

Charge = 0
HOMO (alpha / beta) = -0.3064 / -0.3801 hartree
Spin multiplicity = 3
Lowest unoccupied orbital energy (alpha / beta) = -1.73 / -2.51 eV
Total energy = -12141.2083 eV
Expectation value of S² = 2.025

***

Entry 13:
Formula: C2HFO2Tl
Source: the Open Molecules 2025 dataset
Level of theory: ωB97M-V/def2-TZVPD

XYZ file:
```
7
Properties=species:S:1:pos:R:3:mulliken_spin:R:1
Tl -1.434 -0.031 2.542 0.550
F 1.371 0.122 -1.846 0.006
O 1.036 -0.069 0.968 0.055
O -1.725 0.082 -1.175 0.053
C -0.240 -0.151 0.828 0.269
C -0.861 -0.045 -0.407 0.067
H 1.853 0.093 -0.910 0.000
```

Charge = +2
HOMO (alpha / beta) = -0.7866 / -0.8099 hartree
Spin multiplicity = 2
Lowest unoccupied orbital energy (alpha / beta) = -14.26 / -14.77 eV
Total energy = -13569.8038 eV
Relative energy (zero: lowest compared OMol25 entry of this formula, charge and spin) = 1.037 eV
Expectation value of S² = 0.764

***

Entry 14:
Formula: C2HFO3S
Source: the Open Molecules 2025 dataset
Level of theory: ωB97M-V/def2-TZVPD

XYZ file:
```
8
Properties=species:S:1:pos:R:3:nbo_charge:R:1
S 0.574 1.228 0.659 2.058
F -0.102 -1.333 -2.018 -0.302
O -0.141 -2.368 -0.096 -0.507
O 1.973 1.096 0.353 -0.813
O 0.062 2.416 1.265 -0.835
C -0.161 -1.392 -0.719 0.912
C -0.676 0.305 -0.015 -0.766
H -1.530 0.047 0.571 0.254
```

Charge = 0
HOMO = -0.3851 hartree
Lowest unoccupied orbital energy = -1.13 eV
Total energy = -21781.3469 eV
Relative energy (zero: lowest compared OMol25 entry of this formula, charge and spin) = 2.721 eV

***

Entry 15:
Formula: C2HFO3S
Source: the Open Molecules 2025 dataset
Level of theory: ωB97M-V/def2-TZVPD

XYZ file:
```
8
Properties=species:S:1:pos:R:3:nbo_charge:R:1
S 1.222 -0.535 -0.027 1.991
F -1.622 -0.768 -0.939 -0.291
O 0.811 -1.842 0.376 -0.833
O -2.389 0.986 0.242 -0.497
O 2.506 -0.485 -0.648 -0.823
C 0.524 0.735 0.860 -0.675
C -1.564 0.212 -0.086 0.908
H 0.512 1.697 0.221 0.220
```

Charge = 0
HOMO = -0.3872 hartree
Lowest unoccupied orbital energy = -1.98 eV
Total energy = -21779.3260 eV
Relative energy (zero: lowest compared OMol25 entry of this formula, charge and spin) = 4.742 eV

***

Entry 16:
Formula: C2HI2N3
Source: the Open Molecules 2025 dataset
Level of theory: ωB97M-V/def2-TZVPD

XYZ file:
```
8
Properties=species:S:1:pos:R:3:nbo_charge:R:1
I -1.480 -4.160 1.556 0.384
I 1.409 -1.572 2.186 0.259
N -0.130 -0.177 -0.065 -0.683
N -1.791 -0.813 -1.711 -0.352
N -1.214 -2.326 0.785 -0.616
C -1.085 -0.440 -0.901 0.376
C -0.257 -1.618 1.051 0.217
H -0.241 0.689 0.663 0.415
```

Charge = 0
HOMO = -0.3670 hartree
Lowest unoccupied orbital energy = -0.95 eV
Total energy = -22758.3183 eV
Relative energy (zero: lowest compared OMol25 entry of this formula, charge and spin) = 1.558 eV

***

Entry 17:
Formula: C2HI3
Source: the Open Molecules 2025 dataset
Level of theory: ωB97M-V/def2-TZVPD

XYZ file:
```
6
Properties=species:S:1:pos:R:3:nbo_charge:R:1
I 2.517 0.088 0.156 0.234
I -0.157 -2.422 0.082 0.176
I -0.505 2.528 0.080 0.247
C -0.532 0.496 -0.165 -0.496
C 0.467 -0.326 -0.015 -0.426
H -1.790 -0.364 -0.139 0.265
```

Charge = 0
HOMO = -0.3344 hartree
Lowest unoccupied orbital energy = -0.52 eV
Total energy = -26389.0796 eV
Relative energy (zero: lowest compared OMol25 entry of this formula, charge and spin) = 1.611 eV

***

Entry 18:
Formula: C2HIN2O2
Source: the Open Molecules 2025 dataset
Level of theory: ωB97M-V/def2-TZVPD

XYZ file:
```
8
Properties=species:S:1:pos:R:3:nbo_charge:R:1
I -2.566 0.194 0.015 0.303
O 1.209 3.808 0.594 -0.246
O -0.421 2.379 0.351 -0.292
N 0.109 3.440 0.410 0.535
N -0.018 -1.186 2.667 -0.271
C -0.627 -0.366 0.304 -0.423
C -0.198 -0.922 1.556 0.170
H 0.199 -0.312 -0.343 0.225
```

Charge = 0
HOMO (alpha / beta) = -0.3852 / -0.3279 hartree
Lowest unoccupied orbital energy (alpha / beta) = -1.51 / -1.91 eV
Total energy = -17259.9750 eV
Relative energy (zero: lowest compared OMol25 entry of this formula, charge and spin) = 3.555 eV

***

Entry 19:
Formula: C2HIN2O2
Source: the Open Molecules 2025 dataset
Level of theory: ωB97M-V/def2-TZVPD

XYZ file:
```
8
Properties=species:S:1:pos:R:3:nbo_charge:R:1
I -3.150 2.234 1.462 0.261
O 1.000 1.385 2.363 -0.494
O -0.753 0.852 3.749 -0.543
N -0.369 -0.552 0.070 -0.436
N -1.191 0.227 0.560 -0.053
C -1.488 1.083 1.348 -0.100
C 0.082 1.122 2.969 1.011
H -0.101 -1.366 0.600 0.354
```

Charge = 0
HOMO (alpha / beta) = -0.3303 / -0.3302 hartree
Lowest unoccupied orbital energy (alpha / beta) = -0.95 / -0.95 eV
Total energy = -17262.6679 eV
Relative energy (zero: lowest compared OMol25 entry of this formula, charge and spin) = 0.862 eV

***

Entry 20:
Formula: C2HIN2S
Source: the Open Molecules 2025 dataset
Level of theory: ωB97M-V/def2-TZVPD

XYZ file:
```
7
Properties=species:S:1:pos:R:3:nbo_charge:R:1
I -1.523 -1.688 2.669 0.284
S -3.830 0.672 -0.413 0.151
N -2.957 -0.264 0.448 -0.461
N -0.154 -0.094 -1.414 -0.291
C -1.975 -0.641 1.012 0.025
C 0.240 -0.885 -0.726 0.072
H 0.497 -1.612 -0.037 0.220
```

Charge = 0
Structure (SMILES) = [S-][N+]#CI.C#N
HOMO = -0.3170 hartree
Lowest unoccupied orbital energy = -1.31 eV
Total energy = -24002.7309 eV
Relative energy (zero: lowest compared OMol25 entry of this formula, charge and spin) = 0.232 eV